Here is a structure of composition C22H33BrN4O3PRuS2Te at a distorted geometry from the Open Molecules 2025 dataset. Energies are from ωB97M-V/def2-TZVPD.

ΔE to the lowest compared entry with this formula, charge and spin	51.3	kcal per mole
HOMO-LUMO gap (alpha / beta)	0.2602 / 0.2543	hartree
E_HOMO (alpha / beta)	-0.27038 / -0.27124	Eh

```
! RIJCOSX wB97M-V def2-TZVPD def2/J DEFGRID3
* xyz 0 2
Te 1.14 -2.57 1.28
Ru -0.25 -0.74 -0.12
Br -4.26 5.07 -0.47
S 0.29 1.33 3.58
S -1.60 -2.11 -1.13
P 2.40 -1.57 -0.43
O 3.93 -1.96 -0.22
O 2.19 -0.08 -0.53
O 2.03 -2.25 -1.83
N 0.44 1.04 -4.17
N -1.45 1.39 -0.19
N -0.10 -0.07 -2.20
N -0.90 -0.42 1.76
C 1.01 2.20 -4.88
C -3.31 -5.57 -0.01
C -2.28 -3.39 -0.10
C -2.92 -4.35 2.01
C 1.85 -4.11 -3.36
C -0.37 0.32 2.52
C -3.56 2.34 -0.78
C -3.39 -5.49 1.37
C 1.97 -3.69 -1.91
C -2.69 1.27 -0.67
C -2.76 -4.53 -0.75
C -1.05 2.59 0.24
C 1.06 2.05 -2.02
C 1.36 -1.05 -5.10
C -2.38 -3.30 1.28
C 5.45 -0.06 -0.15
C 0.16 -0.11 -5.02
C -3.12 3.58 -0.35
C 0.45 0.93 -2.82
C -1.85 3.72 0.18
C 0.01 2.87 -5.81
C 4.95 -1.24 -0.95
H 4.65 0.68 -0.01
H -0.73 -0.63 -4.66
H 1.34 2.92 -4.15
H -1.49 4.67 0.54
H 1.64 -1.41 -4.11
H 1.76 -5.20 -3.41
H -0.06 2.64 0.68
H 0.50 2.97 -2.14
H -3.81 -6.30 1.94
H 1.89 1.88 -5.44
H -0.10 0.26 -6.01
H 5.78 -0.39 0.84
H -2.98 0.28 -0.99
H -2.98 -4.27 3.09
H -2.04 -2.41 1.79
H -0.95 3.01 -5.30
H 0.38 3.85 -6.11
H -0.46 -0.78 -2.81
H -4.55 2.20 -1.18
H 5.74 -1.96 -1.14
H -0.17 2.29 -6.72
H 2.72 -3.80 -3.94
H 1.08 1.75 -0.98
H 1.13 -1.91 -5.74
H 1.10 -4.02 -1.34
H 4.55 -0.92 -1.92
H 2.09 2.22 -2.33
H 0.95 -3.67 -3.80
H 6.28 0.42 -0.66
H -3.67 -6.45 -0.53
H 2.22 -0.53 -5.54
H -2.70 -4.60 -1.83
H 2.86 -4.11 -1.45
*
```

In elementary charge units, the natural (NBO) charges are: Te -0.0263; Ru 0.5571; Br 0.0897; S -0.1492; S 0.0073; P 2.0448; O -0.8378; O -1.1473; O -0.8580; N -0.4237; N -0.4786; N -0.7502; N -0.6240; C -0.2076; C -0.2067; C -0.0701; C -0.1893; C -0.6254; C 0.1750; C -0.2845; C -0.2246; C -0.0707; C 0.0783; C -0.2611; C 0.0709; C -0.6807; C -0.6360; C -0.2730; C -0.6354; C -0.2166; C -0.0428; C 0.5575; C -0.2768; C -0.6205; C -0.0618; H 0.2320; H 0.2025; H 0.2172; H 0.2410; H 0.2413; H 0.2198; H 0.2260; H 0.2238; H 0.2123; H 0.1912; H 0.2076; H 0.2172; H 0.2271; H 0.2134; H 0.2459; H 0.2161; H 0.2207; H 0.3758; H 0.2393; H 0.1870; H 0.2060; H 0.2075; H 0.2612; H 0.2163; H 0.2039; H 0.1771; H 0.2361; H 0.2102; H 0.2083; H 0.2114; H 0.2045; H 0.2120; H 0.1861

---

Here is a structure of composition C11H13AuF3NO2SSe2 at a distorted geometry from the Open Molecules 2025 dataset. Energies are from ωB97M-V/def2-TZVPD.

HOMO-LUMO gap (alpha / beta)	0.2178 / 0.1950	hartree
E_HOMO (alpha / beta)	-0.21695 / -0.28489	Eh

```
! RIJCOSX wB97M-V def2-TZVPD def2/J DEFGRID3
* xyz 0 3
Au -0.22 1.45 -0.37
Se -1.32 -0.49 -1.87
Se -0.46 -1.43 0.08
S -0.21 3.58 0.54
F 0.62 6.07 2.20
F -1.67 6.23 2.30
F -0.49 6.54 4.10
O 2.40 -2.29 -3.50
O -0.98 -4.24 -3.92
N -0.29 2.00 2.62
C -0.52 4.29 3.25
C -0.65 3.91 4.60
C -0.47 5.79 2.91
C -0.46 2.56 4.95
C -0.23 1.61 3.92
C 1.56 -3.40 -3.20
C -0.09 -1.59 -3.04
C 0.35 -2.89 -2.42
C -0.40 3.25 2.21
C 0.68 -2.72 -0.94
C -0.79 -3.90 -2.54
H 0.76 -3.60 -0.38
H 0.03 0.60 4.02
H -0.69 -1.60 -3.91
H 3.13 -2.49 -4.08
H -0.35 2.27 6.01
H -0.48 -4.76 -1.94
H 2.05 -4.16 -2.64
H -1.80 -4.75 -3.91
H 0.80 -0.95 -3.18
H 1.16 -3.74 -4.17
H -0.98 4.59 5.41
H -1.70 -3.47 -2.09
H 1.70 -2.24 -1.02
*
```

In elementary charge units, the natural (NBO) charges are: Au 0.4669; Se 0.0595; Se 0.1921; S -0.2283; F -0.2935; F -0.3403; F -0.3463; O -0.7478; O -0.7228; N -0.4938; C -0.2014; C -0.1452; C 0.9842; C -0.2912; C 0.0570; C -0.0582; C -0.5192; C -0.1652; C 0.0654; C -0.5564; C -0.0625; H 0.2305; H 0.1994; H 0.2447; H 0.4882; H 0.2215; H 0.1628; H 0.1746; H 0.4776; H 0.2667; H 0.2061; H 0.2423; H 0.1804; H 0.2522